10
Properties=species:S:1:pos:R:3 method="wB97M-V/def2-TZVPD" charge=0 lumo_ev=-0.45 homo_ha=-0.3077 smiles="N/C=C(/F)C=S" gap_ev=7.9
N 1.55891 -0.32673 0.30806
C 0.45526 0.22051 0.81197
C -0.76482 0.28725 0.24366
F -1.77534 0.84884 1.00149
C -1.22080 -0.08231 -1.01706
S -0.39052 -0.58079 -2.35828
H 1.57023 -0.74034 -0.65772
H 2.41102 -0.35691 0.85042
H 0.48074 0.66667 1.82165
H -2.32468 0.06381 -1.00419